Entry 1:
{"formula": "C5H10O", "method": "ωB97M-V/def2-TZVPD", "species": ["H", "C", "C", "H", "H", "H", "H", "H", "H", "C", "C", "H", "H", "C", "H", "O"], "positions_angstrom": [[-1.3486, 1.3621, -0.8704], [1.0046, -0.3399, -0.5642], [0.1608, -0.3715, 0.7029], [-1.5239, -1.1528, -0.3808], [-2.9499, 0.9035, -0.2692], [0.4752, -0.1523, -1.5064], [2.9300, 0.2142, 0.3858], [0.4026, 0.4844, 1.3471], [-1.7806, 1.6694, 0.8197], [2.4460, -0.0625, -0.5528], [-1.8883, 0.9548, -0.0056], [2.9482, 0.2907, -1.4549], [-1.8815, -0.7664, 1.2933], [-1.3411, -0.4097, 0.4082], [0.4591, -1.2726, 1.2551], [1.9580, -1.3901, -0.6466]], "e_tot_ha": -271.70129, "gap_ha": 0.416, "lumo_ev": 1.192, "smiles": "CCC[C@H]1CO1", "homo_energy_ev": -10.1, "relative_energy_ev": 1.397, "multiplicity": 1}

***

Entry 2:
{"formula": "C2H2N2O3", "method": "ωB97M-V/def2-TZVPD", "species": ["C", "N", "N", "O", "C", "H", "H", "O", "O"], "positions_angstrom": [[-2.8495, -0.7976, 0.6071], [1.9623, 0.0465, -0.6197], [-2.4093, 0.1661, 0.1926], [2.1229, 0.3072, -1.7998], [0.9484, 0.8363, 0.0954], [0.0507, 0.6506, -0.5135], [-3.3221, -1.7291, 0.8602], [2.4385, -0.8379, 0.0594], [1.0581, 1.3580, 1.1182]], "e_tot_ha": -412.48823, "gap_ha": 0.380, "lumo_ev": -0.667, "smiles": "O=C[N+](=O)[O-].C#N", "homo_energy_ev": -11.0, "relative_energy_ev": 4.429, "multiplicity": 1}

***

Entry 3:
{"formula": "C48H33ClGeI2N4O2W", "method": "ωB97M-V/def2-TZVPD", "species": ["C", "C", "C", "C", "C", "H", "O", "H", "C", "C", "C", "C", "I", "C", "H", "C", "C", "C", "H", "C", "H", "H", "C", "C", "C", "C", "H", "H", "C", "C", "H", "C", "N", "H", "C", "C", "C", "C", "I", "C", "C", "H", "C", "C", "C", "C", "H", "C", "H", "Ge", "C", "N", "N", "H", "H", "H", "H", "C", "C", "H", "H", "Cl", "H", "H", "C", "W", "C", "C", "H", "H", "H", "C", "H", "H", "C", "H", "H", "O", "C", "H", "H", "C", "H", "N", "H", "C", "C", "C", "C", "C", "H", "C"], "positions_angstrom": [[1.2521, -2.0094, 3.1970], [-4.2512, 0.0049, -1.3064], [-2.7797, -0.9999, 2.1661], [-2.0260, 0.1800, 2.3688], [-2.1984, -2.1313, 1.5250], [1.9139, -2.9432, 4.9950], [1.8803, -1.0695, -0.5550], [4.5106, 4.8737, -2.0982], [0.8126, -3.7066, -0.8601], [-1.3533, 2.0654, -2.0129], [-3.4644, 3.7364, -2.7393], [1.0220, 1.9691, 1.7462], [6.3102, -4.4012, 2.3121], [-3.0385, 3.6936, -1.4228], [1.3375, 5.1935, 2.8306], [-1.0994, -2.7027, -1.9062], [1.7048, 2.2582, -1.6417], [-1.9987, 2.8569, -1.0658], [4.0597, -3.7197, 4.0145], [-0.3280, -4.8839, -2.6051], [0.4228, 0.3117, -2.9145], [-0.4245, -5.7468, -3.2461], [-3.0619, 0.0514, -0.6077], [2.6826, -2.0977, 1.3793], [3.9230, 2.8363, -2.3848], [3.3570, -3.1493, 3.4291], [3.5835, 0.2839, 0.6017], [-4.9284, -4.1275, 1.3896], [3.0239, 1.1095, 1.0151], [3.6501, -2.8563, 2.0840], [-2.0459, -3.9409, -3.4009], [2.9197, 1.9007, -2.2157], [1.7173, 0.9232, 1.2127], [-3.3346, -2.3875, -3.4760], [1.6342, 3.2138, 2.0637], [1.5225, 3.5708, -1.2169], [0.6776, -4.8374, -1.6567], [3.9712, -2.2520, -0.6649], [4.0349, -1.9279, -2.7302], [3.0148, 3.3527, 1.8248], [4.9373, -2.9863, 0.0151], [-2.1645, 2.7852, 2.6516], [-2.8317, 2.9572, -3.6923], [-1.7849, 2.1260, -3.3325], [3.7050, 2.2903, 1.2984], [2.8534, -1.7652, 0.0121], [-2.5323, -4.1059, 0.7774], [-4.3558, -0.8829, -2.3674], [-2.9316, 0.7821, 0.1769], [0.2131, 0.9212, -1.5124], [-4.3219, -3.2645, 1.6087], [-2.0251, -0.7730, -0.8288], [1.4934, -1.6811, 1.9157], [2.3642, 5.5283, -1.0773], [1.5923, -3.7198, -0.0986], [4.7620, 2.3569, 1.1000], [0.2888, -1.6967, 3.5910], [-2.1515, -1.6845, -1.8269], [2.1569, -2.7210, 3.9697], [-2.4556, 0.8971, 3.0579], [1.3570, -5.6682, -1.5411], [-6.5515, -2.2048, 2.6971], [4.8497, 2.5529, -2.8555], [-4.5679, -0.2283, 3.0891], [-0.3649, 1.7779, 1.9975], [0.1796, -0.8006, 0.3293], [-1.0980, 2.8532, 2.5015], [3.7307, 4.1415, -1.9627], [-1.2705, 1.5429, -4.0826], [-5.0629, 0.6607, -1.0389], [-1.0856, 4.8707, 3.2064], [-1.2302, -3.8468, -2.7057], [-4.2797, 4.3827, -3.0229], [-1.6694, 2.8300, -0.0328], [-0.4868, 4.0698, 2.8015], [-3.1461, 3.0042, -4.7231], [5.8032, -3.3371, -0.5278], [-0.8983, -2.0746, 1.2059], [-4.1260, -1.0641, 2.5725], [0.5727, 3.8722, -0.7950], [-5.2495, -0.9262, -2.9711], [0.8571, 4.2568, 2.5979], [-3.5105, 4.3174, -0.6801], [-0.8775, 0.4918, 1.7336], [3.0600, 0.8883, -2.5683], [-2.9828, -3.2522, 1.2650], [-0.0152, -2.6005, -1.0152], [-4.8904, -2.1720, 2.2703], [-3.2879, -1.7126, -2.6381], [2.5263, 4.5072, -1.3856], [3.5020, 4.2864, 2.0574], [4.7967, -3.2792, 1.3595]], "e_tot_ha": -5417.56791, "gap_ha": [0.196, 0.196], "lumo_ev": [-7.662, -7.661], "homo_energy_ev": [-13.0, -13.0], "relative_energy_ev": 1.855, "charge": 2, "multiplicity": 1}